Molecular formula: C4H14NO3
Method: DFT, the ωB97M-V functional and the def2-TZVPD basis

The geometry in ORCA input format:
```
! wB97M-V def2-TZVPD RIJCOSX def2/J DEFGRID3
* xyz -1 1
O 1.500 1.293 0.169
O 2.876 -0.796 0.489
O -1.623 -0.122 -2.772
N -0.135 -0.913 1.103
C -2.117 0.394 0.457
C -0.697 0.440 1.026
C 0.147 1.486 0.185
C -0.116 -1.693 -0.128
H 2.263 0.042 0.303
H 0.374 -1.117 -0.932
H 3.201 -0.563 1.376
H -0.300 1.459 -0.830
H -2.588 1.372 0.537
H -1.913 0.701 -2.369
H 0.396 -2.638 -0.002
H -1.132 -1.817 -0.514
H -0.013 2.420 0.761
H -2.680 -0.408 0.943
H 0.848 -0.811 1.344
H -2.119 0.129 -0.600
H -0.713 0.761 2.071
H -0.821 -0.317 -2.276
*
```

The value obtained for the frontier orbital gap is 0.2676 hartree. Its relative energy (zero: lowest compared OMol25 entry of this formula, charge and spin) is 26.9 kcal per mole. Its total energy is -441.27586 a.u. The value obtained for the HOMO energy is -3.50 eV.



Molecular formula: C4H14NO3
Method: DFT, the ωB97M-V functional and the def2-TZVPD basis

The geometry in ORCA input format:
```
! wB97M-V def2-TZVPD RIJCOSX def2/J DEFGRID3
* xyz 1 1
O 2.652 -0.334 0.408
O -1.249 1.571 -2.586
O 1.400 2.809 0.062
N 0.393 0.444 -0.723
C -1.118 -2.245 1.553
C 0.290 -0.351 0.546
C -0.751 -1.455 0.314
C 1.685 -0.744 0.983
H -0.400 1.022 -1.041
H -1.957 -2.925 1.447
H 0.427 -0.250 -1.468
H 1.226 1.052 -0.601
H 1.047 3.358 -0.637
H -1.280 -1.551 2.380
H -0.395 -2.033 -0.549
H 1.685 -1.270 1.947
H -0.092 0.313 1.330
H -1.072 1.947 -3.449
H -0.281 -2.853 1.912
H -1.656 -0.980 -0.078
H 1.629 3.125 0.926
H -2.184 1.350 -2.675
*
```

The value obtained for the frontier orbital gap is 0.4080 hartree. Its relative energy (zero: lowest compared OMol25 entry of this formula, charge and spin) is 15.4 kcal per mole. Its total energy is -441.03386 a.u. The value obtained for the HOMO energy is -14.24 eV.



Molecular formula: C4H14NO6
Method: DFT, the ωB97M-V functional and the def2-TZVPD basis

The geometry in ORCA input format:
```
! wB97M-V def2-TZVPD RIJCOSX def2/J DEFGRID3
* xyz 1 1
O -0.430 -1.374 -2.145
O 0.662 -2.604 -0.626
O -2.491 -1.855 -0.382
O -0.651 2.226 -0.895
O -0.019 2.097 3.763
O 1.647 0.494 2.432
N -0.401 -0.026 0.489
C 0.872 -0.367 -0.330
C -0.040 1.734 -1.848
C 1.065 0.868 -1.291
C 0.484 -1.537 -1.176
H -0.641 1.038 0.263
H 2.363 0.305 3.043
H 0.182 2.902 3.268
H -1.229 -0.602 0.167
H -0.733 -2.297 -2.230
H -0.339 -0.042 1.523
H 1.677 -0.633 0.457
H -0.407 2.037 -2.843
H -0.995 2.142 3.659
H -3.017 -1.497 0.338
H 0.899 0.771 2.990
H 1.625 0.392 -2.110
H 1.789 1.473 -0.660
H -2.787 -2.748 -0.647
*
```

The value obtained for the frontier orbital gap is 0.3970 hartree. Its relative energy (zero: lowest compared OMol25 entry of this formula, charge and spin) is 0.0 kcal per mole. Its total energy is -666.72472 a.u. The value obtained for the HOMO energy is -14.26 eV.



Molecular formula: C4H14NOP2Si
Method: DFT, the ωB97M-V functional and the def2-TZVPD basis

The geometry in ORCA input format:
```
! wB97M-V def2-TZVPD RIJCOSX def2/J DEFGRID3
* xyz 1 1
P 0.922 -2.221 -0.191
P -4.871 -1.009 0.122
Si 0.451 -0.011 -0.582
O -2.492 -0.489 -1.211
N 1.275 0.443 1.461
C 2.688 0.456 1.167
C -3.688 -0.123 -0.910
C 2.833 1.437 0.011
C 2.030 0.944 -1.227
H -0.365 -2.493 -0.743
H 2.328 2.272 0.343
H 2.592 0.530 -2.031
H -2.534 -1.459 -1.085
H -3.827 0.930 -0.922
H 0.946 -0.132 2.194
H -5.491 -1.672 -0.812
H 3.221 0.765 2.030
H 3.847 1.682 -0.200
H -5.851 -0.092 0.228
H 0.978 1.327 2.011
H 1.660 1.859 -1.748
H 3.033 -0.569 1.027
H 0.316 -2.375 1.069
*
```

The value obtained for the frontier orbital gap (alpha / beta) is 0.2996 / 0.1485 hartree. Its relative energy (zero: lowest compared OMol25 entry of this formula, charge and spin) is 87.4 kcal per mole. Its total energy is -1262.57789 a.u. The value obtained for the HOMO energy (alpha / beta) is -11.49 / -9.91 eV.



Molecular formula: C4H14NOS
Method: DFT, the ωB97M-V functional and the def2-TZVPD basis

The geometry in ORCA input format:
```
! wB97M-V def2-TZVPD RIJCOSX def2/J DEFGRID3
* xyz 1 1
S 0.852 1.524 1.666
O -3.077 0.794 -0.632
N -0.956 -1.208 -1.142
C 1.174 -0.022 -0.755
C 0.849 1.342 -0.141
C 0.924 -2.537 -0.214
C 0.283 -1.158 -0.232
H 0.654 -3.069 0.690
H 1.738 1.945 -0.297
H -1.477 -2.085 -1.099
H 2.144 -0.281 -0.323
H 1.980 -2.473 -0.368
H -3.097 1.726 -0.380
H -3.678 0.277 -0.086
H 0.056 1.893 -0.643
H -1.594 -0.416 -0.974
H -0.119 -0.824 0.718
H -0.679 -1.145 -2.124
H 0.362 0.430 2.287
H 1.374 -0.017 -1.823
H 0.634 -3.111 -1.096
*
```

The value obtained for the frontier orbital gap is 0.3405 hartree. Its relative energy (zero: lowest compared OMol25 entry of this formula, charge and spin) is 20.5 kcal per mole. Its total energy is -688.72997 a.u. The value obtained for the HOMO energy is -12.53 eV.



Molecular formula: C4H14NOS
Method: DFT, the ωB97M-V functional and the def2-TZVPD basis

The geometry in ORCA input format:
```
! wB97M-V def2-TZVPD RIJCOSX def2/J DEFGRID3
* xyz 2 2
S -2.055 -0.408 -2.259
O -0.331 -2.479 2.330
N 0.584 -0.993 0.098
C -1.184 1.202 -1.776
C 0.932 0.441 -0.292
C 1.735 0.978 0.957
C -0.368 1.236 -0.471
H 2.732 0.801 0.560
H -1.972 1.955 -1.785
H -3.024 -0.593 -1.322
H 0.392 -1.662 -0.656
H 1.491 0.531 -1.220
H -0.312 -3.445 2.289
H -0.064 2.286 -0.603
H 1.447 -1.432 0.442
H -0.203 -1.004 0.729
H -0.963 1.288 0.444
H 1.439 0.391 1.824
H 1.526 2.011 1.211
H -0.551 1.138 -2.659
H -1.251 -2.243 2.158
*
```

The value obtained for the frontier orbital gap (alpha / beta) is 0.4203 / 0.2231 hartree. Its relative energy (zero: lowest compared OMol25 entry of this formula, charge and spin) is 26.8 kcal per mole. Its total energy is -688.24232 a.u. The value obtained for the HOMO energy (alpha / beta) is -18.95 / -18.95 eV.